This record from the Open Molecules 2025 dataset describes the ion C29H31N4O with charge +1 in a non-equilibrium geometry. The level of theory is ωB97M-V/def2-TZVPD.

* gap between HOMO and LUMO: 6.217 eV
* ΔE to the lowest compared entry with this formula, charge and spin: 0.0 kcal per mole
* maximum force: 0.0419 Eh/bohr
* charge: +1
* structure (SMILES): CC(=O)Nc1cc[n+]([C@H](c2cc3c4c(c2)CCCN4CCC3)c2cn(C)c3ccccc23)cc1

Structure (XYZ):
```
65
Properties=species:S:1:pos:R:3:forces:R:3:nbo_charge:R:1
C -5.3199 2.1554 -0.4643 -0.0688 -0.2988 0.1744 -0.40
H -2.1942 -0.5201 -4.2553 0.0092 -0.2514 0.0284 0.22
C 1.5105 0.1842 3.6118 -0.3497 0.7402 -0.3012 -0.28
H 1.3568 2.0576 2.5345 0.1017 -0.3201 0.0345 0.23
C 2.7629 -2.5620 -1.5669 -0.6262 0.3784 -0.0896 -0.21
N 0.6852 0.4666 1.3958 0.1199 -0.8828 1.1671 -0.29
H 0.3577 -2.7563 2.3117 0.0802 0.3263 0.0815 0.25
H 3.1180 2.9992 -0.4870 0.1511 -0.4923 -0.1246 0.22
C 2.0386 1.0327 -0.5805 0.1719 0.2804 -0.0877 -0.09
H 2.2932 -2.2505 7.9141 -0.0437 -0.0090 -0.2824 0.26
C -4.6415 -0.6359 -2.8833 -0.1346 -0.0949 -0.6159 -0.20
H 5.3131 2.2646 -2.8887 -0.0497 -0.0586 0.1625 0.21
C 3.7820 -0.0087 -1.6572 -0.5735 0.4972 1.0986 0.21
C -0.5500 1.2370 -0.5940 0.1863 0.5080 -0.3034 -0.13
H -3.6992 -2.3906 -3.6742 -0.0162 0.0018 0.0841 0.23
C -1.9657 0.2101 -2.2747 0.0717 0.2769 0.8612 -0.08
C 1.1820 0.9836 2.5415 0.3431 -0.4918 -0.1219 0.12
H -3.7852 3.3734 0.4296 -0.0774 0.1914 -0.1134 0.22
C -5.5221 1.2676 -1.6806 -0.3902 0.5116 -0.2582 -0.20
H -0.1367 -1.1780 0.4338 0.1484 0.1637 0.4854 0.26
C 1.8683 -1.5368 5.9382 0.2723 1.1016 1.1852 0.70
H 1.9553 0.6407 4.4810 -0.1090 -0.0843 -0.0460 0.29
C -3.9910 2.8945 -0.5294 -0.1191 0.2680 0.0562 -0.42
H 5.4704 2.8511 -1.2146 0.1403 -0.0892 -0.1055 0.22
H -5.8246 1.8907 -2.5376 -0.0605 -0.0341 0.0650 0.18
H -6.1464 2.8684 -0.4213 0.0458 -0.1017 0.1066 0.22
N 1.6079 -1.9911 4.6395 -0.4547 0.1795 -0.3236 -0.61
C -2.1757 -0.9168 -3.2306 0.0593 0.0143 -0.5609 -0.42
H 0.8164 -1.6441 -1.1156 0.6504 -0.3209 0.2304 0.21
C 1.8940 -1.5065 -1.2399 0.7227 -0.6186 -0.0866 -0.22
H -6.3448 0.5631 -1.5013 0.1421 0.1659 0.0021 0.21
C -0.7000 0.4558 -1.7332 -0.3950 0.0600 -0.0145 -0.20
H -4.8852 -0.2850 -3.8988 0.0284 -0.1422 0.0031 0.18
N 4.1116 1.3208 -1.4312 -0.5567 -0.0295 0.2698 -0.36
H 2.4334 -3.5929 -1.4122 -0.0433 0.3240 -0.5443 0.22
C 2.4502 -0.2270 -1.1556 1.0075 0.7649 -0.4538 -0.14
H -4.0619 3.6726 -1.3028 0.0700 -0.0281 0.1815 0.22
C -3.4920 -1.6241 -2.9258 0.0079 -0.0167 0.1539 -0.40
H 1.3418 -3.3811 6.9248 0.3145 0.1146 -0.0283 0.24
H -1.3387 -1.6202 -3.1454 -0.1508 0.1273 -0.2036 0.22
C 4.6148 -1.0306 -2.0784 -0.2839 -0.8357 -0.2853 -0.25
C -2.8600 1.9773 -0.8583 0.4605 -0.5161 0.1940 -0.07
O 1.8423 -0.3566 6.2766 0.0540 -1.8596 -0.6748 -0.56
C 0.7558 1.2978 0.1796 -0.2469 1.5588 -1.4651 -0.07
C 0.6247 -1.7032 2.4083 -0.2074 0.2836 -0.1069 -0.27
C 1.2359 -1.1881 3.5679 0.3411 -0.1593 0.1405 0.27
H -5.5497 -1.1230 -2.4992 0.2389 0.0762 -0.0640 0.20
C 5.3373 1.9639 -1.8349 0.1496 0.2009 -0.1520 -0.40
H 3.1067 -3.1975 6.6479 -0.3187 0.1648 -0.0929 0.25
H 6.1800 1.2888 -1.6916 0.0066 0.0842 0.0984 0.21
C 3.0862 1.9416 -0.7620 -1.0353 -1.1098 -0.1318 0.01
H 4.6512 -3.1667 -2.3999 -0.0188 0.1631 0.2873 0.23
H 0.1900 0.0902 -2.2441 -0.3324 -0.3718 0.2653 0.23
H -5.3606 1.5339 0.4384 0.0462 0.1271 -0.0678 0.20
C 0.3455 -0.8489 1.3548 0.2413 0.1835 0.1002 0.11
C -3.0892 0.9001 -1.7543 0.7690 -0.2154 0.3343 0.28
H -1.4826 2.8695 0.5056 -0.0314 -0.3745 -0.0198 0.21
H 5.6533 -0.8235 -2.3650 -0.5573 -0.2943 -0.1010 0.23
C 4.0634 -2.3232 -2.0430 0.4895 0.4909 0.1917 -0.21
C -1.6245 2.0661 -0.2248 -0.1678 -0.0388 -0.3537 -0.19
H 0.8361 2.3354 0.5353 -0.0121 -0.3048 0.1753 0.23
H -3.4291 -2.1103 -1.9454 0.0763 -0.0400 -0.1051 0.20
C 2.1798 -2.6664 6.9096 -0.1958 0.0876 0.0582 -0.72
N -4.3579 0.5044 -2.0494 -0.1191 -0.1642 0.2382 -0.43
H 1.4761 -2.9933 4.5720 0.0279 0.2323 -0.2291 0.42
```
Positions in Å, forces in eV/Å.

=====

This record from the Open Molecules 2025 dataset describes the molecule C29H31N5O3 in a non-equilibrium geometry. The level of theory is ωB97M-V/def2-TZVPD.

* gap between HOMO and LUMO: 8.084 eV
* ΔE to the lowest compared entry with this formula, charge and spin: 2.5 kcal per mole
* maximum force: 0.0504 Eh/bohr
* structure (SMILES): Cc1cn([C@H](/C=C/N2[C@H](Cc3c[nH]c4ccccc34)C(=O)N(C)C2(C)C)c2ccccc2)c(=O)[nH]c1=O

Structure (XYZ):
```
68
Properties=species:S:1:pos:R:3:forces:R:3:nbo_charge:R:1
C 0.7267 0.2042 0.2345 0.4973 -0.0846 1.2031 0.06
C 1.1106 1.4972 2.3662 1.8767 -1.4939 0.9811 -0.12
H 0.4835 1.1055 -0.3419 0.1819 -0.2374 0.3833 0.20
O 0.5252 -2.7597 -3.5159 0.4892 0.6318 1.0334 -0.60
H -3.9250 2.9750 2.9002 0.2335 0.0489 -0.0900 0.22
C 1.9791 2.3160 6.0485 -0.2155 -0.1761 -0.1521 -0.20
C -0.5974 0.5774 -4.6281 -0.8030 -1.0982 0.7757 -0.03
H -0.9070 0.6897 -1.7506 -0.0451 -0.3153 -0.0043 0.22
N 0.9063 -0.9034 -0.5507 0.0748 -0.4936 -0.1088 -0.45
C 2.3689 1.0607 6.5183 0.0156 -0.0007 0.1332 -0.22
H 3.3172 -3.0192 0.7282 -0.0031 0.1804 -0.0212 0.21
C 0.8688 3.8087 2.0592 -0.0044 0.1392 -0.2565 0.80
H -4.2454 -3.7278 -4.4167 0.1304 0.2819 -0.1361 0.21
C -1.1433 2.4743 2.2278 -0.5046 0.9304 -0.2785 0.09
C -2.9072 -2.1441 -3.8234 -0.2799 -0.2601 -0.4362 -0.18
C 2.9648 -2.0519 0.3543 0.0038 0.0447 -0.1906 -0.64
H -1.5340 -0.9757 -1.6996 0.2801 0.2778 -0.0495 0.22
C -3.6035 -2.5668 -6.1295 0.4342 0.4782 -0.0775 -0.22
C -2.1155 -1.0957 -4.2892 0.5928 0.4785 -0.7302 -0.10
H 3.0278 -1.3182 1.1602 0.0346 -0.1073 -0.0697 0.23
H 0.5156 -2.3677 1.7859 -0.0352 -0.1609 -0.0787 0.22
H 2.0921 1.8107 1.9686 -0.3960 0.3314 0.5401 0.27
N -0.0042 4.8876 2.1009 0.9483 -0.3394 -0.1256 -0.63
O -1.9898 5.9617 1.9819 0.5328 -1.2587 0.1703 -0.60
C -2.0734 -0.7879 -5.6789 0.5132 0.0460 0.6995 0.21
C 1.5047 2.4585 4.7429 0.0911 0.1046 -0.0055 -0.23
H 1.3383 -0.1779 -2.4935 -0.3700 -0.1891 0.0741 0.20
C 0.8907 0.2358 1.5850 -0.4832 -0.5131 -0.9470 -0.35
H 0.4516 5.7860 2.0728 -0.0079 0.1414 -0.0265 0.43
C 0.6706 -2.9523 0.8816 -0.1003 -0.2034 -0.1782 -0.63
H -2.9221 -2.3592 -2.7514 -0.1000 -0.1606 -0.4134 0.21
H 2.7653 0.9531 7.5296 -0.0544 0.0593 -0.3157 0.22
O 2.0860 3.9386 2.0298 -1.1505 0.1916 -0.0845 -0.62
H 2.9270 -4.4543 -1.3236 -0.0078 0.0714 0.0334 0.20
H 1.2640 -4.9578 -0.9746 0.0010 0.0430 -0.0193 0.20
C 1.5224 -2.1971 -0.1442 -0.1844 0.3107 -0.3207 0.34
C 1.6420 0.0812 4.4443 0.3726 0.1170 0.0484 -0.25
H -3.8675 4.4976 2.0097 0.1430 -0.1970 0.0573 0.25
C 2.2148 -0.0614 5.7077 -0.3148 0.0581 0.0612 -0.19
H 1.1239 -0.7031 2.0703 -0.0234 0.4548 -0.0715 0.20
H 1.4454 -0.8086 3.8592 0.2066 0.0579 0.0885 0.20
H 2.0348 3.1935 6.6945 0.0915 -0.2652 -0.1895 0.22
N 1.5013 -2.9080 -1.4305 -0.2979 0.0987 -0.3751 -0.45
C -3.4568 3.4832 2.0479 -0.7620 -0.0962 0.0517 -0.64
H -0.3060 -3.2022 0.4504 0.1548 0.0939 0.1001 0.22
N -1.1400 0.2305 -5.8538 -0.2755 -0.1005 0.0337 -0.55
C 0.8464 -2.2613 -2.4426 -0.3356 -0.3386 -0.4434 0.69
H -1.5434 1.4747 2.4014 0.2146 0.1899 -0.2520 0.23
N 0.2313 2.5545 2.0711 -0.6587 2.1830 0.1820 -0.44
C -3.6395 -2.8862 -4.7577 0.1516 0.3075 0.4400 -0.24
H 0.1520 1.3500 -4.5133 -0.1130 -0.1024 -0.2143 0.21
C 1.3702 1.3426 3.9100 -0.1659 -0.4147 -0.6865 0.06
C -1.1562 -0.2308 -3.6492 -0.0095 0.5448 -0.9741 -0.09
C -2.8006 -1.5185 -6.6062 -0.5062 -0.3417 -0.0580 -0.26
C -1.3885 4.8892 2.0609 -0.2337 1.1104 -0.3358 0.65
H -4.2078 -3.1476 -6.8259 0.2217 0.1386 0.1380 0.21
C 1.8801 -4.2959 -1.5896 0.0592 -0.1678 0.2433 -0.42
H -0.8983 0.6552 -6.7368 -0.0988 -0.1342 0.2610 0.41
C -1.9667 3.5608 2.1245 0.2037 -1.0754 0.1559 -0.18
H -3.8045 2.9704 1.1411 0.2009 0.0602 0.1612 0.22
H -2.7265 -1.2572 -7.6618 -0.1901 -0.2450 0.1637 0.21
C 0.6016 -0.8260 -1.9698 0.2237 -0.0650 0.0393 -0.10
H 2.5161 -1.0567 6.0516 -0.2107 0.4259 -0.0295 0.21
H 1.1820 -3.8798 1.1598 -0.1377 0.1006 -0.0078 0.21
H 1.7418 -4.5807 -2.6326 -0.0464 0.1972 0.0849 0.25
H 1.2816 3.4655 4.3786 0.0700 -0.4305 0.1752 0.21
C -0.8189 -0.3068 -2.2073 0.0147 0.0971 0.0689 -0.41
H 3.6164 -1.7423 -0.4705 -0.1349 0.0398 0.1725 0.22
```
Positions in Å, forces in eV/Å.